Molecular formula: C35H51BFN7NbOS3
Method: DFT, ωB97M-V/def2-TZVPD

The geometry in XYZ format:
```
100
Properties=species:S:1:pos:R:3:forces:R:3:mulliken_charge:R:1
Nb -2.705893 1.407472 0.863387 0.64 -1.27 4.41 -0.10
S -3.302259 2.573878 7.091200 1.85 -1.92 -1.10 -0.18
S -1.743112 -0.925514 1.176521 -1.36 -0.88 -0.01 -0.49
S -0.337050 2.314537 6.333752 -0.59 -0.67 -0.16 -0.15
F -3.777347 1.126255 2.698050 0.81 0.26 -2.34 -0.59
O -4.450054 -0.553243 -1.197115 -0.72 -0.33 3.11 -0.48
N 2.683316 -5.580239 -3.902967 -0.62 0.21 0.69 -0.57
N 2.213028 -0.604894 -2.247778 -0.59 0.22 -0.73 -0.52
N -2.200244 0.098619 6.130488 -0.81 2.99 1.74 0.27
N 2.497113 -0.590336 9.043713 0.49 -0.58 0.77 -0.36
N -5.996023 1.112743 -0.015320 0.56 1.31 1.31 -0.03
N 3.230677 0.884910 -11.061311 -0.79 0.10 -0.67 -0.31
N 3.099590 1.930823 -7.213769 0.82 0.44 0.40 -0.28
C 0.870522 -4.846209 -1.903336 -0.02 0.02 0.00 -0.49
C 2.008447 1.156449 -10.553594 0.83 -0.19 -0.07 0.13
C -1.265429 -0.203973 8.603598 -0.45 -0.70 -0.01 -0.57
C 0.989577 1.186244 -12.707584 -0.02 0.01 0.04 -0.16
C 0.869708 1.312253 -11.327638 0.05 -0.03 -0.38 -0.70
C -3.566649 -1.619595 4.855392 -0.59 -0.17 -0.37 -0.66
C 2.194551 -0.434577 10.350868 0.11 -0.01 -0.96 -0.08
C 1.324414 -6.158079 -1.993300 -0.03 0.25 -0.05 -0.32
C 3.315502 0.766489 -12.404158 0.05 0.06 0.90 -0.27
C -0.080822 -0.083755 -2.790002 -0.09 0.00 -0.36 -0.04
C -1.242102 2.222261 3.567668 0.78 -0.19 0.35 0.14
C 4.327539 1.733870 -7.741692 -0.80 -0.05 0.19 -0.09
C 3.452612 -1.498458 8.747596 -0.70 0.68 0.07 -0.24
C 3.029861 2.725244 -6.123590 -0.14 -0.51 -0.68 -0.31
C 2.235523 0.908725 -13.260501 -0.20 0.05 0.14 -0.42
C 0.933814 -0.362182 -1.888390 0.89 -0.11 0.03 -0.55
C -6.008658 2.635537 0.022028 -0.50 1.20 -0.18 -0.83
C 0.234145 -0.048073 -4.144491 0.00 -0.03 0.09 -0.47
C -2.074266 1.557498 6.503405 -0.60 -0.59 -0.56 -0.29
C -3.632174 -0.345889 5.937462 -0.16 -2.13 -1.09 -0.59
C -0.888278 2.334453 1.969195 0.35 1.48 -0.17 -1.05
C -6.600112 0.618619 1.281723 0.05 -0.25 0.35 -0.69
C 1.543287 -0.292062 -4.545887 -0.15 -0.01 0.03 -0.18
C -1.423950 -0.805299 7.067654 1.20 -1.13 0.93 -0.51
C 4.115695 -2.257353 9.698672 -0.08 0.05 0.29 -0.39
C 3.783248 -2.072886 11.036563 -0.01 0.00 0.00 -0.13
C -0.040454 2.827703 4.552803 -0.81 1.15 -1.94 -0.43
C 2.223430 -4.314746 -3.791680 0.35 -0.86 -0.13 -0.30
C 4.130459 3.331653 -5.539755 0.25 -0.05 -0.14 -0.45
C 2.223192 -6.472963 -2.999759 0.35 0.55 -0.63 -0.28
C 5.486250 2.293308 -7.227331 -0.07 0.19 0.26 -0.64
C 2.488266 -0.565228 -3.569906 -0.11 -0.02 0.90 -0.62
C 2.804461 -1.143524 11.373275 0.22 -0.20 -0.09 -0.56
C 1.327504 -3.903265 -2.817951 -0.15 -0.16 0.14 0.21
C 5.381697 3.108279 -6.105105 -0.02 0.00 -0.01 -0.15
B -4.586152 0.587270 -0.227995 -1.60 -0.41 -3.08 0.61
H 4.873240 -2.974456 9.403471 -0.07 0.07 0.00 0.35
H -2.226418 2.816750 3.883547 2.08 -1.57 -0.89 0.22
H -4.581077 -1.660694 4.229139 2.20 0.17 1.38 0.24
H 4.356652 1.093232 -8.618273 0.04 0.07 0.01 0.42
H 2.362200 0.805060 -14.332170 0.01 0.00 0.10 0.35
H -4.338429 0.443002 5.439623 1.77 -1.25 1.34 0.41
H -0.087279 1.527086 -10.865817 0.11 -0.02 -0.01 0.36
H 0.739001 -0.397729 -0.820171 -0.10 0.01 -0.11 0.48
H -0.913261 -1.075601 9.339354 -0.89 1.79 -1.66 0.28
H 1.821181 -0.270534 -5.593535 0.02 0.02 0.06 0.50
H 2.032230 2.865900 -5.717069 0.11 0.00 0.02 0.41
H 0.042411 1.667921 1.671690 -1.64 1.48 0.71 0.31
H -2.681457 -1.517727 4.093266 -1.73 0.09 1.51 0.03
H -1.780071 1.502024 -0.722205 -0.39 0.03 0.41 0.15
H 0.119382 1.303050 -13.346934 0.09 -0.01 0.07 0.36
H -4.674776 -1.426065 -0.724118 0.38 1.87 -1.18 0.27
H 4.307999 0.545931 -12.787057 -0.09 0.02 -0.02 0.35
H 4.282462 -2.648642 11.810476 -0.05 0.06 -0.08 0.35
H 3.678858 -1.603615 7.690517 0.00 -0.01 0.08 0.35
H -0.110735 4.018849 4.538854 0.11 -2.57 0.05 0.27
H -0.353241 -1.085167 6.624046 -2.35 0.82 0.89 0.19
H 2.609568 -7.482433 -3.109272 -0.05 0.05 0.03 0.34
H -4.032246 -0.807646 6.937839 0.34 1.27 -1.74 0.29
H -0.534318 0.168336 -4.880888 0.07 -0.03 0.08 0.43
H -3.463530 -2.660690 5.379792 -0.14 1.96 -0.79 0.33
H -5.520206 3.084379 0.994645 -0.80 -0.93 -1.82 0.16
H 1.422058 0.299483 10.562336 0.05 -0.06 0.01 0.37
H -0.779246 3.457558 1.581434 0.28 -2.34 1.13 0.30
H 1.967037 1.248621 -9.472184 -0.03 0.03 -0.03 0.31
H -1.091717 0.101455 -2.444959 0.11 -0.01 0.08 0.42
H 0.166743 -4.561261 -1.126707 0.08 0.01 -0.09 0.46
H 3.522829 -0.765492 -3.833030 -0.04 0.02 -0.04 0.46
H 1.035375 2.570701 4.144865 -2.18 0.05 1.17 0.34
H 0.993791 -2.872748 -2.774056 0.05 -0.14 -0.01 0.17
H 2.523035 -0.975969 12.406712 0.01 0.00 -0.10 0.35
H 6.446791 2.098698 -7.690734 -0.11 0.00 0.02 0.36
H -5.454299 3.093181 -0.905153 -0.99 -1.02 1.82 0.23
H -2.870757 -1.763288 1.441881 1.35 1.29 -0.25 0.05
H 0.986926 -6.916577 -1.296129 0.04 0.05 -0.06 0.36
H -7.690492 0.193393 1.099557 2.25 0.77 0.53 0.22
H 6.267804 3.565401 -5.674404 -0.10 -0.05 -0.04 0.37
H -7.118831 3.066727 -0.005406 2.11 -1.18 -0.03 0.26
H 2.606724 -3.616858 -4.530394 -0.06 0.00 0.08 0.43
H -6.626770 1.516091 2.046145 -0.04 -1.94 -1.31 0.25
H -2.358025 0.169678 8.906373 2.57 -0.68 -0.40 0.25
H -1.328198 1.064875 3.834075 -0.10 2.60 -0.53 0.09
H 4.015388 3.962088 -4.665354 -0.02 -0.09 -0.08 0.37
H -2.016337 -1.827225 7.167516 1.14 2.22 -0.38 0.33
H -5.864736 -0.186607 1.727499 -1.77 1.32 -0.57 0.13
H -0.457337 0.639670 8.701513 -1.76 -1.50 -0.44 0.07
H -3.322294 3.135140 0.676742 0.24 -0.52 -0.20 0.00
```
Forces are in eV/Å.

Charge: -1
HOMO energy (eV): -4.45
Gap between HOMO and LUMO (hartree): 0.2283